[1]
54
Properties=species:S:1:pos:R:3:forces:R:3:lowdin_charge:R:1 method="wB97M-V/def2-TZVPD" lumo_energy_ev=0.05 e_tot_ha=-1715.3782 gap_ev=8.86 multiplicity=1 total_charge=0 homo_ev=-8.807
N 1.526 3.143 -3.591 -0.35 0.16 0.05 -0.002
C 0.524 2.070 -3.586 0.06 0.30 -0.03 -0.250
C -0.409 2.171 -2.359 0.72 -0.60 0.14 -0.351
N 0.290 1.798 -1.120 -0.12 0.08 0.07 0.042
C -1.671 1.295 -2.509 0.27 0.36 0.40 -0.087
N -1.453 0.034 -3.235 -0.36 -0.63 -1.46 0.008
C -1.876 -0.054 -4.575 0.66 -1.82 -0.79 0.055
C -1.612 -1.178 -5.324 -0.45 2.20 1.58 -0.156
F -2.022 -1.234 -6.614 0.52 -0.39 1.10 0.082
C -0.885 -2.279 -4.682 0.40 -2.50 -2.11 -0.402
O -0.605 -3.320 -5.250 -0.25 0.27 -0.43 0.090
N -0.490 -2.161 -3.381 -1.31 2.00 -0.96 0.226
C -0.761 -1.036 -2.665 0.46 0.40 1.67 -0.453
O -0.357 -1.022 -1.517 -0.19 0.71 0.70 0.057
H 2.108 3.099 -4.429 -0.11 -0.04 0.55 0.072
H 2.103 3.110 -2.751 0.01 -0.08 -0.50 0.059
H -0.070 2.152 -4.502 0.08 0.05 -0.06 0.109
H 1.031 1.099 -3.595 -0.33 -0.30 0.07 0.113
H -0.734 3.214 -2.266 0.03 -0.13 -0.02 0.140
H 0.468 0.786 -1.091 -0.01 0.71 -0.20 0.017
H 1.164 2.315 -1.020 -0.29 -0.28 0.10 0.032
H -2.428 1.886 -3.034 0.09 -0.44 -0.20 0.127
H -2.083 1.083 -1.516 0.21 -0.08 -0.15 0.124
H -2.412 0.764 -5.052 0.14 0.03 0.50 0.145
H 0.023 -2.913 -2.946 -0.05 0.06 0.00 0.184
C 0.191 -2.314 5.491 -0.26 0.20 -0.30 -0.069
N -0.021 -0.870 5.602 0.15 -1.33 0.35 0.037
C -0.093 0.030 4.615 0.02 1.20 -0.07 -0.460
O -0.231 1.212 4.906 -0.21 0.09 -0.53 0.046
C 0.101 -0.396 3.144 -0.06 -0.24 -0.05 -0.213
C 1.256 0.395 2.513 0.04 -0.08 -0.15 -0.189
C 1.720 -0.247 1.201 -0.07 0.09 0.45 -0.495
S 3.023 0.655 0.315 -0.02 -0.03 0.02 0.795
C 4.404 0.466 1.474 -0.30 -0.05 0.14 -0.407
N -1.109 -0.224 2.331 1.20 0.77 0.19 0.125
C -2.178 -1.013 2.408 -1.05 -1.13 0.26 -0.540
C -3.305 -0.711 1.449 0.08 0.05 0.07 0.007
O -2.268 -1.953 3.187 0.38 0.07 0.19 0.048
H 0.194 -2.762 6.486 0.04 0.19 -0.10 0.085
H -0.613 -2.770 4.909 0.08 -0.01 0.02 0.071
H 1.149 -2.520 5.010 0.01 -0.12 0.09 0.080
H -0.162 -0.486 6.523 0.04 0.12 -0.13 0.142
H 0.374 -1.450 3.120 -0.15 -0.19 -0.04 0.131
H 0.945 1.425 2.327 0.03 0.04 0.16 0.122
H 2.094 0.408 3.211 -0.08 0.14 0.14 0.112
H 2.073 -1.258 1.406 0.03 -0.11 -0.12 0.084
H 0.860 -0.324 0.540 0.14 -0.10 -0.27 0.032
H 4.181 0.988 2.404 0.13 -0.02 -0.02 0.027
H 4.572 -0.592 1.676 0.06 0.02 0.00 0.037
H 5.304 0.895 1.034 -0.16 -0.02 -0.07 0.032
H -1.119 0.526 1.658 0.09 0.10 0.05 0.143
H -4.118 -1.415 1.628 0.14 0.10 0.00 0.085
H -3.656 0.306 1.614 -0.08 0.10 -0.16 0.085
H -2.938 -0.823 0.431 -0.07 0.10 -0.15 0.068



[2]
61
Properties=species:S:1:pos:R:3:forces:R:3:lowdin_charge:R:1 method="wB97M-V/def2-TZVPD" lumo_energy_ev=-1.84 relative_energy_kcal_mol=31.77 e_tot_ha=-1423.7031 gap_ev=10.42 multiplicity=1 total_charge=+1 homo_ev=-12.259
N -38.731 -6.070 52.704 2.37 3.76 -2.13 0.369
H -38.983 -7.000 52.624 -0.45 -2.19 0.84 0.095
H -37.995 -5.660 53.239 2.24 -1.48 1.41 0.091
H -39.340 -5.382 53.001 -3.71 0.83 0.44 0.099
H -38.416 -5.670 51.809 -0.27 -0.44 -0.41 0.135
C -36.605 -4.441 57.732 1.71 1.58 -1.29 0.005
C -36.425 -2.881 57.565 1.08 -2.11 3.55 -0.259
O -36.643 -2.698 56.255 0.20 -0.18 -2.20 0.143
C -36.757 -3.924 55.553 -0.42 1.77 -2.44 -0.468
O -37.000 -3.984 54.349 0.50 0.07 3.09 0.128
O -36.618 -4.901 56.382 0.75 -1.43 -0.12 0.106
F -35.136 -2.587 58.097 -0.88 0.14 -1.52 0.009
H -37.508 -4.682 58.026 -5.44 -0.14 1.43 0.073
H -36.172 -5.141 58.418 2.28 0.31 -0.03 0.152
H -37.084 -2.268 58.193 0.00 -0.22 -0.43 0.175
C -37.732 -9.457 53.517 3.30 0.46 -1.96 -0.074
O -37.027 -8.246 53.792 -0.03 1.42 0.70 -0.236
C -35.629 -8.008 53.415 -6.18 -3.34 -4.18 -0.083
C -35.707 -7.704 51.923 3.92 -2.90 0.66 -0.231
O -35.918 -6.394 51.832 -0.77 3.15 0.43 -0.133
C -35.526 -5.783 50.633 0.03 -0.66 1.82 -0.167
C -35.739 -4.360 50.722 -3.52 3.49 -0.02 -0.112
O -36.954 -3.793 51.448 1.13 -2.79 -0.61 -0.199
C -36.852 -2.417 51.719 0.24 -2.40 5.58 -0.112
H -38.685 -9.218 53.905 -1.55 -0.21 -0.53 0.061
H -37.312 -10.197 54.139 0.36 -1.34 0.78 0.067
H -37.492 -9.824 52.418 -1.41 0.75 1.87 0.131
H -35.089 -8.771 53.765 2.43 -3.25 0.70 0.095
H -35.359 -7.194 53.842 1.60 5.42 3.09 0.067
H -36.513 -8.249 51.465 -0.04 -0.77 -0.55 0.112
H -34.639 -7.996 51.531 -1.86 0.33 -0.09 0.173
H -36.049 -6.234 49.851 -0.81 -0.73 -1.66 0.122
H -34.471 -5.920 50.538 0.93 -0.29 -0.60 0.139
H -35.693 -3.888 49.769 -1.06 -0.30 -1.89 0.128
H -35.004 -3.728 51.011 3.20 0.89 2.65 0.086
H -37.660 -2.134 52.431 0.47 -0.16 -0.86 0.112
H -36.830 -1.977 50.874 -0.82 3.75 -6.02 0.016
H -35.908 -2.065 52.158 0.15 -0.74 0.57 0.105
C -40.042 -6.261 56.225 -3.82 -0.02 0.78 -0.077
O -40.424 -6.974 55.023 -1.52 -0.06 2.30 -0.233
C -41.678 -7.684 55.158 8.43 -6.29 -4.54 -0.117
C -41.867 -8.053 53.654 -4.13 -2.06 3.45 -0.246
O -41.896 -6.941 52.985 1.58 5.80 -2.98 -0.139
C -41.974 -7.086 51.583 3.67 -0.32 1.07 -0.147
C -42.094 -5.758 50.955 0.19 3.39 7.33 -0.159
O -40.996 -4.856 51.183 1.75 -1.65 0.06 -0.207
C -41.205 -3.615 50.563 -2.04 0.54 2.36 -0.091
H -39.100 -5.995 55.857 1.74 1.19 0.82 0.033
H -40.071 -6.961 57.151 0.40 1.15 -1.51 0.112
H -40.855 -5.311 56.490 2.49 -2.50 -0.92 0.163
H -42.392 -7.296 55.558 -8.23 6.56 3.72 0.013
H -41.682 -8.526 55.957 1.17 0.17 -1.72 0.166
H -42.899 -8.374 53.363 0.52 -1.90 1.27 0.155
H -41.113 -8.700 53.381 1.79 -1.88 -0.83 0.092
H -42.767 -7.722 51.394 -2.03 -1.17 -0.95 0.105
H -41.019 -7.692 51.200 -1.56 1.26 0.54 0.175
H -42.948 -5.115 51.327 0.11 -1.35 0.13 0.159
H -42.238 -5.790 50.031 -1.13 -0.89 -8.26 0.050
H -42.151 -3.279 51.068 0.56 0.61 -0.58 0.104
H -41.442 -3.667 49.539 0.15 -0.24 -1.53 0.077
H -40.429 -2.888 50.791 0.23 -0.40 -0.06 0.093